Entry 1:
The following is a quantum chemistry calculation of a structure of composition C31H49BrKN2S2Si, from OMol25.

## Properties
- net charge = +1
- gap between HOMO and LUMO (eV) = 9.13
- lowest unoccupied orbital energy (Eh) = -0.07136
- calculated total energy (Ha) = -5579.93583
- ΔE to the lowest compared entry with this formula, charge and spin (kcal per mole) = 0.5

Element x y z (Å)
1 K 2.512 0.414 -0.616
2 C 6.557 -0.851 -0.015
3 C 5.468 -0.084 0.685
4 C 4.723 -0.665 1.710
5 C 3.745 0.051 2.401
6 C 2.981 -0.574 3.537
7 C 3.513 1.377 2.039
8 C 4.242 1.989 1.019
9 C 3.992 3.434 0.661
10 C 5.207 1.245 0.344
11 H 6.586 -0.605 -1.076
12 H 6.408 -1.926 0.088
13 H 7.532 -0.613 0.413
14 H 4.928 -1.691 1.997
15 H 3.503 -0.420 4.483
16 H 2.867 -1.649 3.397
17 H 1.986 -0.136 3.630
18 H 2.758 1.949 2.569
19 H 4.651 4.091 1.230
20 H 2.968 3.733 0.886
21 H 4.183 3.629 -0.395
22 H 5.778 1.711 -0.452
23 S 4.114 -0.564 -3.120
24 C 3.729 -2.178 -3.275
25 N 4.587 -3.196 -3.290
26 C 4.035 -4.546 -3.227
27 C 2.651 -4.434 -3.856
28 S 2.091 -2.763 -3.433
29 H 5.563 -2.997 -3.130
30 H 3.970 -4.878 -2.189
31 H 4.672 -5.236 -3.778
32 H 1.963 -5.170 -3.449
33 H 2.692 -4.537 -4.939
34 N 0.742 0.239 -2.456
35 C -0.047 0.318 -3.286
36 C -1.031 0.378 -4.347
37 C -0.931 -0.513 -5.410
38 C -1.879 -0.468 -6.419
39 C -2.912 0.460 -6.363
40 C -3.000 1.349 -5.298
41 C -2.059 1.312 -4.283
42 H -0.117 -1.225 -5.443
43 H -1.811 -1.157 -7.250
44 H -3.649 0.492 -7.154
45 H -3.803 2.072 -5.260
46 H -2.117 1.995 -3.447
47 C -4.850 0.510 0.406
48 C -3.348 0.616 0.076
49 C -3.100 1.981 -0.583
50 C -3.023 -0.437 -0.998
51 Si -2.306 0.424 1.666
52 Br -0.184 0.064 0.862
53 C -2.149 2.013 2.706
54 C -3.549 2.591 2.997
55 C -1.309 3.107 2.025
56 C -1.456 1.734 4.048
57 C -2.691 -1.139 2.677
58 C -2.976 -2.340 1.763
59 C -1.524 -1.567 3.583
60 C -3.933 -0.905 3.560
61 H -5.422 0.710 -0.506
62 H -5.180 1.230 1.156
63 H -5.134 -0.483 0.749
64 H -3.663 2.013 -1.522
65 H -2.044 2.135 -0.819
66 H -3.440 2.821 0.020
67 H -3.653 -0.235 -1.871
68 H -3.221 -1.458 -0.685
69 H -1.982 -0.380 -1.317
70 H -4.047 2.953 2.099
71 H -3.441 3.447 3.670
72 H -4.217 1.881 3.486
73 H -1.709 3.444 1.073
74 H -0.281 2.780 1.864
75 H -1.279 3.976 2.691
76 H -2.031 1.084 4.705
77 H -1.326 2.686 4.573
78 H -0.465 1.295 3.915
79 H -2.147 -2.544 1.083
80 H -3.884 -2.228 1.174
81 H -3.110 -3.226 2.392
82 H -0.649 -1.856 2.999
83 H -1.843 -2.443 4.157
84 H -1.216 -0.808 4.297
85 H -4.813 -0.598 2.994
86 H -3.762 -0.163 4.339
87 H -4.184 -1.844 4.063

Results of the Mulliken charge analysis, in e, for atoms 1 through 8: number 1, K, carries 0.9117; number 2, C, carries -1.6156; number 3, C, carries 0.9728; number 4, C, carries -0.8395; number 5, C, carries 0.8915; number 6, C, carries -1.2020; number 7, C, carries -0.3889; number 8, C, carries 0.3508


Entry 2:
The following is a quantum chemistry calculation of a structure of composition C31H49BrKN2S2Si, from OMol25.

## Properties
- net charge = +1
- gap between HOMO and LUMO (eV) = 9.24
- lowest unoccupied orbital energy (Eh) = -0.06982
- calculated total energy (Ha) = -5579.93657
- ΔE to the lowest compared entry with this formula, charge and spin (kcal per mole) = 0.0

Element x y z (Å)
1 K 0.428 -2.081 0.816
2 C 0.880 -1.226 4.613
3 C 1.626 -2.084 3.626
4 C 2.515 -1.516 2.717
5 C 3.248 -2.307 1.832
6 C 4.259 -1.681 0.907
7 C 3.076 -3.687 1.870
8 C 2.219 -4.287 2.793
9 C 2.130 -5.785 2.878
10 C 1.489 -3.471 3.650
11 H 0.762 -0.206 4.247
12 H 1.430 -1.176 5.555
13 H -0.106 -1.639 4.830
14 H 2.671 -0.442 2.724
15 H 5.236 -1.645 1.395
16 H 3.983 -0.659 0.648
17 H 4.374 -2.258 -0.010
18 H 3.659 -4.315 1.204
19 H 3.120 -6.218 3.026
20 H 1.717 -6.200 1.958
21 H 1.499 -6.092 3.712
22 H 0.833 -3.923 4.386
23 S -0.623 -5.027 0.773
24 C -1.407 -5.127 2.220
25 N -1.582 -6.248 2.925
26 C -2.110 -6.131 4.276
27 C -2.952 -4.864 4.268
28 S -2.122 -3.767 3.067
29 H -1.159 -7.102 2.595
30 H -1.292 -6.053 4.998
31 H -2.712 -7.004 4.524
32 H -2.997 -4.379 5.239
33 H -3.960 -5.051 3.903
34 N -1.636 -1.726 -0.621
35 C -2.365 -1.530 -1.488
36 C -3.255 -1.289 -2.583
37 C -3.038 -1.951 -3.792
38 C -3.876 -1.699 -4.863
39 C -4.920 -0.793 -4.730
40 C -5.132 -0.135 -3.525
41 C -4.301 -0.378 -2.447
42 H -2.219 -2.652 -3.879
43 H -3.716 -2.207 -5.804
44 H -5.576 -0.599 -5.568
45 H -5.947 0.570 -3.430
46 H -4.454 0.132 -1.505
47 C -0.412 3.731 -3.615
48 C 0.210 2.500 -2.936
49 C 1.477 2.108 -3.710
50 C -0.765 1.320 -3.062
51 Si 0.625 2.905 -1.100
52 Br 0.955 0.823 -0.133
53 C 2.309 3.797 -0.830
54 C 2.420 4.996 -1.789
55 C 3.516 2.874 -1.061
56 C 2.428 4.313 0.611
57 C -0.854 3.625 -0.103
58 C -2.183 3.030 -0.590
59 C -0.765 3.313 1.400
60 C -0.911 5.153 -0.287
61 H -0.577 3.514 -4.675
62 H 0.236 4.607 -3.558
63 H -1.377 3.997 -3.183
64 H 1.195 1.810 -4.725
65 H 1.987 1.260 -3.248
66 H 2.178 2.936 -3.800
67 H -0.962 1.134 -4.123
68 H -1.723 1.507 -2.580
69 H -0.343 0.408 -2.638
70 H 2.470 4.680 -2.831
71 H 3.339 5.547 -1.572
72 H 1.586 5.691 -1.684
73 H 3.560 2.469 -2.068
74 H 3.525 2.042 -0.356
75 H 4.429 3.454 -0.900
76 H 1.705 5.096 0.834
77 H 3.425 4.742 0.751
78 H 2.311 3.507 1.338
79 H -2.185 1.939 -0.520
80 H -2.414 3.319 -1.615
81 H -2.991 3.406 0.045
82 H -0.828 2.241 1.589
83 H -1.612 3.790 1.902
84 H 0.143 3.689 1.863
85 H -0.977 5.441 -1.337
86 H -0.046 5.651 0.150
87 H -1.800 5.542 0.218

Results of the Mulliken charge analysis, in e, for atoms 1 through 8: number 1, K, carries 0.5925; number 2, C, carries -1.6428; number 3, C, carries 0.2986; number 4, C, carries -0.6899; number 5, C, carries 0.8658; number 6, C, carries -1.4193; number 7, C, carries -0.6567; number 8, C, carries 0.8529